Entry from OMol25: the molecule C6H6OS at a distorted geometry (wB97M-V/def2-TZVPD).

Cartesian coordinates (Å):
C1 1.6902 -0.7659 -0.9779
C2 0.4428 -0.1811 -0.4325
C3 -0.9172 -0.4163 -0.5774
C4 -1.8666 0.2489 0.4312
C5 -0.7904 1.0455 1.0796
O1 -0.8378 1.8281 2.0217
C6 0.5929 0.7269 0.6336
S1 2.0627 1.3846 1.0454
H1 2.2502 -1.2505 -0.1195
H2 2.2413 0.2017 -0.9793
H3 1.5056 -1.5361 -1.8891
H4 -1.3641 -1.3994 -1.1490
H5 -2.7943 0.8459 -0.0572
H6 -2.2152 -0.7323 0.9705

Properties
- ΔE to the lowest compared entry with this formula, charge and spin: 53.4 kcal per mole
- SMILES string: CC1=CCC(=O)C1=S

Results of the Löwdin charge analysis, in e, for atoms 1 through 8:
1. C -0.1018
2. C -0.3818
3. C -0.0134
4. C -0.0898
5. C -0.4181
6. O 0.0883
7. C -0.6433
8. S 0.8078

Entry from OMol25: a cluster of 2 separate species, C19H28BrN6O4 in total at a distorted geometry (wB97M-V/def2-TZVPD).

Cartesian coordinates (Å):
O1 3.6621 -3.1923 1.1666
O2 0.7846 4.1544 0.3920
O3 -0.0339 1.3281 -2.5796
Br1 -3.9599 -1.2656 -2.4473
O4 2.2837 -4.5892 2.2863
C1 2.5603 -3.6885 1.3179
C2 1.9806 3.9261 0.2789
C3 0.7129 2.1575 -2.0803
C4 1.4978 -3.2577 0.4009
C5 0.1374 -3.2477 0.6227
C6 -3.1276 -0.6809 2.3716
C7 -1.1415 -1.5478 -3.0325
C8 -1.8299 -2.3621 -0.8567
C9 0.1916 -1.8753 -2.7384
C10 -2.1522 -1.7742 -2.0859
C11 -0.4983 -2.6778 -0.5605
C12 0.5040 -2.4197 -1.4892
N1 -2.6065 -1.4049 3.3215
N2 1.7071 -2.7734 -0.8927
N3 0.7500 3.4168 -2.5274
N4 -2.3947 0.1206 1.6245
N5 2.4658 2.8400 -0.3334
N6 -4.4117 -0.7756 2.1743
C13 2.9935 4.9052 0.8233
C14 -0.5692 -3.7009 1.8691
C15 -0.0479 3.9388 -3.6376
C16 -0.9242 0.2307 1.6238
C17 -0.4541 1.0110 0.3966
C18 1.0606 0.8582 0.1730
C19 1.6761 1.7431 -0.9415
H1 3.1342 -4.7503 2.7238
H2 -1.3891 -1.0890 -3.9856
H3 -2.6179 -2.5607 -0.1402
H4 0.9704 -1.6748 -3.4672
H5 -3.1850 -1.9802 3.9049
H6 -1.6260 -1.3027 3.5142
H7 2.6239 -2.6973 -1.3352
H8 1.3265 4.0628 -2.0149
H9 -2.8745 0.6668 0.9266
H10 3.4716 2.7537 -0.3547
H11 -4.9726 -1.3790 2.7465
H12 -4.8471 -0.2426 1.4402
H13 3.6175 5.2736 0.0106
H14 3.6122 4.4131 1.5718
H15 2.4668 5.7423 1.2818
H16 -0.5094 -4.7906 1.9522
H17 -1.6233 -3.4204 1.8415
H18 -0.1036 -3.2595 2.7542
H19 -1.0983 3.9949 -3.3454
H20 0.2999 4.9358 -3.9140
H21 0.0393 3.2784 -4.5034
H22 -0.5804 0.7430 2.5248
H23 -0.4831 -0.7655 1.5898
H24 -0.9865 0.6148 -0.4665
H25 -0.7146 2.0614 0.5245
H26 1.5795 1.0499 1.1144
H27 1.2565 -0.1807 -0.0800
H28 2.3968 1.1061 -1.4547

Properties
- Total charge: +1
- Total energy: -3944.21939 Eh

Results of the Löwdin charge analysis, in e, for atoms 1 through 8:
1. O 0.1046
2. O 0.0523
3. O 0.0536
4. Br 0.7097
5. O 0.1279
6. C -0.4461
7. C -0.5684
8. C -0.4529

Entry from OMol25: a cluster of 2 separate species, C7H14BrNO2 in total at a distorted geometry (wB97M-V/def2-TZVPD).

Cartesian coordinates (Å):
C1 -2.6380 -1.4796 -0.2776
C2 -1.2665 -1.0897 0.1109
C3 -0.5213 -0.1799 -0.4793
N1 -0.8846 0.3126 -1.8164
O1 -1.9510 0.8825 -2.0167
O2 -0.0812 0.0579 -2.7034
C4 0.7989 0.2953 0.0010
C5 1.8776 -0.6052 -0.6729
C6 0.9941 1.7083 -0.6187
C7 1.1029 0.2670 1.5541
H1 -2.4847 -2.3463 -1.0535
H2 -3.2510 -0.7380 -0.8081
H3 -3.1376 -1.8644 0.7043
H4 -0.8429 -1.5384 0.9981
H5 2.0473 -1.4787 -0.1562
H6 1.6522 -0.7603 -1.7997
H7 2.9178 -0.2201 -0.6148
H8 0.3325 2.4145 -0.2049
H9 0.9490 1.6770 -1.7905
H10 1.9109 2.2472 -0.3898
H11 1.9785 0.8380 1.8385
H12 0.2209 0.8495 1.9524
H13 0.9936 -0.7906 1.7872
Br1 -3.6382 1.9113 0.5074
H14 -2.7200 1.0527 -0.0941

Properties
- ΔE to the lowest compared entry with this formula, charge and spin: 37.4 kcal per mole
- SMILES string: C/C=C(\[N+](=O)[O-])C(C)(C)C.Br

Results of the Löwdin charge analysis, in e, for atoms 1 through 8:
1. C -0.1021
2. C -0.0920
3. C -0.1902
4. N -0.3335
5. O 0.0464
6. O 0.0673
7. C -0.5039
8. C -0.0531